No. 1
DFT (ωB97M-V with the def2-TZVPD basis set) results for a structure of composition C4H12N4O at a distorted geometry.

Values from the calculation:
HOMO energy ... -0.2745 Ha
Kohn-Sham gap ... 7.4321 eV
E_LUMO ... -0.04 eV
Electronic energy ... -453.68712 a.u.
Relative energy (zero: lowest compared OMol25 entry of this formula, charge and spin) ... 134.96 kcal/mol

Cartesian coordinates (Å):
C (1.434629, -0.110011, -1.672749)
N (0.172513, -0.640078, -1.718711)
C (-0.719945, -2.381950, -0.515880)
N (0.045177, -1.947346, -1.435359)
H (-0.591889, 0.084067, -0.966368)
H (1.213243, 0.664091, -0.430845)
H (2.255163, -0.802165, -1.509785)
H (1.608537, 0.680366, -2.395491)
H (-1.293775, -1.734634, 0.148220)
H (-0.822958, -3.455376, -0.422922)
C (0.864884, 0.368330, 1.731525)
N (0.536990, 1.146958, 0.528387)
C (-0.846048, 1.156147, -0.054142)
N (-1.799844, 0.577698, 0.875925)
O (-1.088602, 2.158681, -0.754385)
H (0.866350, 2.107527, 0.560014)
H (-2.649109, 0.367944, 0.364394)
H (-2.037699, 1.257971, 1.594547)
H (0.587028, -0.669458, 1.565051)
H (0.325322, 0.743285, 2.600202)
H (1.940033, 0.427953, 1.908374)

Atoms 1-6, force components in eV/Å:
C 0.1 0.6 0.8
N -1.1 0.7 0.3
C 0.0 0.2 -0.3
N 0.2 -0.3 0.4
H 0.6 -0.9 -0.6
H 0.3 -0.6 -0.8

***

No. 2
DFT (ωB97M-V with the def2-TZVPD basis set) results for a structure of composition C4H12N4O2 at a distorted geometry.

Values from the calculation:
HOMO energy ... -0.3245 Ha
Kohn-Sham gap ... 9.7302 eV
E_LUMO ... 0.90 eV
Electronic energy ... -529.04580 a.u.
Relative energy (zero: lowest compared OMol25 entry of this formula, charge and spin) ... 63.03 kcal/mol

Cartesian coordinates (Å):
C (1.392319, 1.102359, 0.238795)
N (0.273263, 0.193641, 0.542524)
C (-1.177395, 0.726194, 0.038169)
N (0.303897, -0.154192, 1.934639)
N (-1.172776, 1.992544, -0.538257)
N (-2.091699, 0.257286, 0.831514)
H (-0.686683, -0.100884, 2.208082)
H (0.534956, -1.145924, 1.969706)
H (-0.944621, 1.989704, -1.522220)
H (-2.002265, 2.527956, -0.329496)
H (-3.000946, 0.667991, 0.654387)
H (1.380070, 1.361457, -0.816069)
H (1.279573, 2.001472, 0.838871)
H (2.325972, 0.604256, 0.497367)
C (1.337670, -1.603452, -1.172662)
C (0.062985, -1.063180, -0.574543)
O (-0.569357, -2.077766, 0.123701)
O (-0.733125, -0.321114, -1.359026)
H (-1.426767, -1.702089, 0.417157)
H (1.885821, -0.822475, -1.694379)
H (1.965702, -2.053986, -0.402302)
H (1.063405, -2.379798, -1.885958)

Atoms 1-6, force components in eV/Å:
C -0.2 -0.1 0.0
N -0.4 -0.8 -0.6
C 0.1 -0.5 0.6
N -0.2 0.2 -0.2
N 0.2 0.0 -0.2
N 0.4 0.2 -0.2

***

No. 3
DFT (ωB97M-V with the def2-TZVPD basis set) results for a cluster of 2 separate species, C4H12N4S in total at a distorted geometry.

Values from the calculation:
HOMO energy ... -0.6792 Ha
Kohn-Sham gap ... 9.1947 eV
Total charge ... +2
E_LUMO ... -9.29 eV
Electronic energy ... -775.97182 a.u.
Relative energy (zero: lowest compared OMol25 entry of this formula, charge and spin) ... 125.57 kcal/mol

Cartesian coordinates (Å):
C (1.748621, 0.799928, 1.627107)
C (-0.880626, -1.694722, 0.306433)
C (-1.222749, -0.658764, -2.160617)
C (-0.784982, -0.480219, -0.685396)
N (1.501628, 1.723414, 2.297121)
N (0.524770, -0.043349, -0.528229)
N (1.439227, 2.932220, 2.669544)
N (1.161219, 0.341189, -1.501588)
S (2.415507, -0.704762, 1.679444)
H (-0.591077, -1.275428, 1.259362)
H (-1.844744, -2.176184, 0.353805)
H (-0.305167, -2.576684, -0.089663)
H (-1.483727, 0.126319, -2.863023)
H (-2.313831, -0.990650, -2.222350)
H (-0.433332, -1.328061, -2.597601)
H (-1.538477, 0.291591, -0.176850)
H (0.467186, 3.226175, 2.746624)
H (2.347422, 3.344116, 2.497295)
H (2.080797, 0.541968, -1.562572)
H (0.645814, 0.153896, -2.487963)
H (2.268046, -0.647372, 2.980505)

Atoms 1-6, force components in eV/Å:
C 0.6 0.1 1.1
C 0.4 -1.0 -1.6
C -1.0 -1.4 0.3
C -3.8 0.7 -0.3
N -0.7 -0.4 -1.7
N 1.7 1.6 0.9

***

No. 4
DFT (ωB97M-V with the def2-TZVPD basis set) results for a cluster of 2 separate species, C4H12NO in total at a distorted geometry.

Values from the calculation:
HOMO energy ... -0.5338 Ha
Kohn-Sham gap ... 10.9715 eV
Total charge ... +1
E_LUMO ... -3.56 eV
Electronic energy ... -289.27937 a.u.
Relative energy (zero: lowest compared OMol25 entry of this formula, charge and spin) ... 59.92 kcal/mol

Cartesian coordinates (Å):
C (-0.805785, 1.207112, 2.530456)
C (0.422178, 1.167432, 1.724381)
C (0.423961, 0.352678, 0.338828)
C (0.376950, 0.860466, -0.878322)
N (0.035661, -0.067535, -1.951879)
H (-0.468629, 1.423447, 3.521399)
H (-1.462083, 0.244265, 2.649418)
H (-1.563245, 2.020183, 2.332828)
H (1.137041, 0.707942, 2.332614)
H (0.750948, 2.224709, 1.469541)
H (0.239101, -0.689094, 0.534380)
H (0.306952, 1.918600, -1.127096)
H (-0.470877, -0.957470, -1.771774)
H (-0.424938, 0.620465, -2.660756)
H (0.901184, -0.242180, -2.524800)
H (0.638756, -3.482008, -1.389927)
H (-1.086151, -3.032309, -1.634772)
O (-0.156438, -2.726241, -1.294994)

Atoms 1-6, force components in eV/Å:
C -3.9 -0.7 0.8
C 0.9 1.1 -4.2
C -1.0 1.6 2.7
C -0.7 -0.4 1.8
N 0.8 2.9 -4.1
H 0.0 0.1 0.9

***

No. 5
DFT (ωB97M-V with the def2-TZVPD basis set) results for a cluster of 2 separate species, C4H12NO in total at a distorted geometry.

Values from the calculation:
HOMO energy ... -0.5611 Ha
Kohn-Sham gap ... 5.3949 eV
Total charge ... +1
E_LUMO ... -9.87 eV
Electronic energy ... -289.07139 a.u.
Relative energy (zero: lowest compared OMol25 entry of this formula, charge and spin) ... 190.43 kcal/mol

Cartesian coordinates (Å):
O (-0.829017, 1.521352, -0.043825)
C (-1.091458, 1.545794, 1.347237)
C (-0.039588, 0.467177, 1.842903)
N (-0.137638, -0.634122, 0.961579)
C (0.368740, -1.412563, -2.435357)
C (1.640779, -1.280969, -1.417151)
H (-0.570569, 0.524554, -0.128217)
H (-0.841030, 2.592952, 1.764944)
H (-2.151274, 1.310788, 1.561500)
H (0.919537, 1.133741, 1.878562)
H (-0.073579, 0.007710, 2.895162)
H (-0.391157, -0.557974, -2.368699)
H (-0.802805, -1.291030, 1.358409)
H (-0.097227, -2.478334, -2.294356)
H (0.603831, -1.279492, -3.495152)
H (1.313462, -1.630939, -0.389144)
H (2.452457, -1.793231, -1.830892)
H (1.963125, -0.187335, -1.358363)

Atoms 1-6, force components in eV/Å:
O 0.3 -1.7 1.2
C -0.5 3.1 -1.6
C 3.0 -3.4 3.3
N -0.6 3.2 0.3
C -0.3 -0.5 1.3
C -2.9 2.3 -0.8

***

No. 6
DFT (ωB97M-V with the def2-TZVPD basis set) results for a cluster of 2 separate species, C4H12NO in total at a distorted geometry.

Values from the calculation:
HOMO energy ... -0.5514 Ha
Kohn-Sham gap ... 10.1553 eV
Total charge ... +1
E_LUMO ... -4.85 eV
Electronic energy ... -289.32687 a.u.
Relative energy (zero: lowest compared OMol25 entry of this formula, charge and spin) ... 30.11 kcal/mol

Cartesian coordinates (Å):
C (-1.541097, 1.482202, 0.095107)
C (-0.271116, 1.142140, -0.667003)
C (0.514432, 0.000800, -0.051348)
C (1.904367, -1.546227, -1.274762)
N (1.694576, -0.369737, -0.855809)
H (-1.927189, 2.369933, -0.422796)
H (-1.402250, 1.817805, 1.116787)
H (-2.364736, 0.810170, -0.128569)
H (0.390364, 2.007858, -0.757541)
H (-0.555883, 0.885593, -1.689548)
H (-0.050178, -0.874413, 0.054846)
H (0.838891, 0.287131, 0.942695)
H (1.227482, -2.325661, -0.949106)
H (2.735010, -1.746582, -1.940144)
H (2.360124, 0.348277, -1.135541)
H (-0.736086, -1.481696, 3.191287)
H (-1.889741, -1.437801, 2.224380)
O (-0.926970, -1.369794, 2.247065)

Atoms 1-6, force components in eV/Å:
C -0.3 1.4 -1.3
C 0.3 -0.2 -0.4
C 0.6 1.2 0.2
C 0.0 -0.1 0.0
N 0.0 0.0 -0.1
H 0.1 0.2 0.2

***

No. 7
DFT (ωB97M-V with the def2-TZVPD basis set) results for a cluster of 2 separate species, C4H12NO in total at a distorted geometry.

Values from the calculation:
HOMO energy ... -0.5111 Ha
Kohn-Sham gap ... 10.0029 eV
Total charge ... +1
E_LUMO ... -3.90 eV
Electronic energy ... -289.28978 a.u.
Relative energy (zero: lowest compared OMol25 entry of this formula, charge and spin) ... 53.39 kcal/mol

Cartesian coordinates (Å):
C (1.390661, 1.994453, 0.052419)
C (0.185829, 1.614208, -0.810302)
C (-0.380414, 0.248213, -0.597913)
C (-0.943539, -0.663860, -1.401266)
N (-0.217281, -0.279779, 0.804662)
H (1.533468, 3.065643, 0.089985)
H (2.281072, 1.471548, -0.286844)
H (1.201981, 1.811519, 1.114761)
H (0.579937, 1.636582, -1.824937)
H (-0.605831, 2.369973, -0.880578)
H (-1.635798, -0.484691, -2.216875)
H (-0.554078, -1.679415, -1.425706)
H (0.698235, 0.022238, 1.140070)
H (-0.908399, 0.089645, 1.445309)
H (-0.286574, -1.305813, 0.923183)
H (-0.842598, -3.193306, 0.530464)
H (-1.054518, -3.577431, 1.971372)
O (-0.442154, -3.139727, 1.372195)

Atoms 1-6, force components in eV/Å:
C -0.8 -0.1 0.9
C -0.6 0.9 -1.1
C -0.7 -1.1 0.5
C 0.2 0.2 -0.7
N 1.9 -0.2 -0.3
H 0.2 0.2 -0.6

***

No. 8
DFT (ωB97M-V with the def2-TZVPD basis set) results for a cluster of 2 separate species, C4H12NO2 in total at a distorted geometry.

Values from the calculation:
HOMO energy ... -0.1101 Ha
Kohn-Sham gap ... 6.7691 eV
Total charge ... -1
E_LUMO ... 3.77 eV
Electronic energy ... -364.77287 a.u.
Relative energy (zero: lowest compared OMol25 entry of this formula, charge and spin) ... 51.85 kcal/mol

Cartesian coordinates (Å):
C (-0.541913, -0.760518, 1.016101)
N (-0.518826, -0.174755, -0.412128)
C (-0.018119, -1.155967, -1.563003)
O (1.315010, -1.133071, -1.494417)
C (-1.348812, 0.397875, 1.707202)
C (-0.744189, 1.896613, 1.887829)
H (0.394429, -0.827454, 1.530045)
H (-1.298392, -1.594425, 1.012428)
H (0.143942, 0.484273, -0.386440)
H (-0.266674, -0.678811, -2.539824)
H (-0.336256, -2.227105, -1.469307)
H (-2.160104, 0.597537, 1.084195)
H (-1.516354, 0.017991, 2.684223)
H (0.358252, 1.868965, 2.121608)
H (-1.350000, 2.399375, 2.516293)
H (-0.862566, 2.413776, 1.038264)
H (3.621802, -0.382802, -2.559523)
H (2.164485, -0.739854, -2.822149)
O (2.964286, -0.401644, -3.351396)

Atoms 1-6, force components in eV/Å:
C -2.8 3.3 -2.6
N -3.6 -5.8 -0.1
C 1.8 1.6 1.2
O 1.3 -0.6 -0.3
C 2.7 1.0 0.7
C 2.9 -5.3 0.1

***

No. 9
DFT (ωB97M-V with the def2-TZVPD basis set) results for a cluster of 2 separate species, C4H12NO2 in total at a distorted geometry.

Values from the calculation:
HOMO energy ... -0.0940 Ha
Kohn-Sham gap ... 6.3991 eV
Total charge ... -1
E_LUMO ... 3.84 eV
Electronic energy ... -364.80906 a.u.
Relative energy (zero: lowest compared OMol25 entry of this formula, charge and spin) ... 29.14 kcal/mol

Cartesian coordinates (Å):
C (0.783429, 1.656997, -0.201121)
C (0.089834, 0.300234, -0.039066)
C (-0.898675, -0.161092, -1.105875)
C (-0.088691, -0.903981, -2.272059)
O (0.698091, -0.121806, -2.939690)
N (-0.439507, 0.191727, 1.348375)
H (1.250800, 1.828996, -1.126086)
H (1.501354, 1.635792, 0.605962)
H (0.042775, 2.501365, -0.025034)
H (0.880663, -0.528709, -0.097525)
H (-1.506747, 0.640942, -1.579773)
H (-1.635265, -0.889774, -0.714271)
H (-0.967707, -1.327901, -2.976483)
H (0.482961, -1.683288, -1.616351)
H (-1.306354, -0.351724, 1.233967)
H (-0.811911, 1.073313, 1.696934)
H (0.595945, -2.076266, 3.360764)
H (0.357900, -0.575491, 2.950562)
O (0.971104, -1.209334, 3.496770)

Atoms 1-6, force components in eV/Å:
C -1.9 0.0 1.6
C 0.9 -1.2 -0.5
C -0.3 0.1 -0.9
C -1.5 0.1 0.4
O 1.0 0.7 -0.5
N -1.3 -0.2 0.3

***

No. 10
DFT (ωB97M-V with the def2-TZVPD basis set) results for a cluster of 2 separate species, C4H12NO2 in total at a distorted geometry.

Values from the calculation:
HOMO energy ... -0.1113 Ha
Kohn-Sham gap ... 7.1367 eV
Total charge ... -1
E_LUMO ... 4.11 eV
Electronic energy ... -364.79270 a.u.
Relative energy (zero: lowest compared OMol25 entry of this formula, charge and spin) ... 39.41 kcal/mol

Cartesian coordinates (Å):
C (-0.184264, 0.307079, -1.150533)
O (-1.414685, 0.259566, -0.520387)
C (0.810317, -0.508439, -0.147007)
C (0.342361, -0.396670, 1.369458)
C (1.543294, -0.894175, 2.266799)
N (0.817362, -1.956498, -0.500073)
H (-0.278280, -0.206945, -2.178321)
H (0.327356, 1.266551, -1.144127)
H (1.816233, 0.091322, -0.275900)
H (-0.034664, 0.596572, 1.558321)
H (-0.606425, -0.925491, 1.670320)
H (1.791830, -1.921212, 1.998026)
H (1.185574, -0.894378, 3.306570)
H (2.425511, -0.266419, 2.036976)
H (0.123338, -2.358226, 0.146973)
H (-0.008413, -1.910750, -1.142749)
H (-1.968913, 3.439954, -0.730318)
H (-1.730122, 1.828652, -1.018533)
O (-1.566605, 2.784936, -1.298420)

Atoms 1-6, force components in eV/Å:
C -0.4 -2.4 2.6
O -0.2 1.1 -1.2
C -0.4 1.3 -0.1
C 0.7 -0.5 -0.5
C -1.3 0.7 -0.7
N -2.2 0.1 -0.6